{
  "formula": "CH6O",
  "method": "ωB97M-V/def2-TZVPD",
  "e_above_lowest_kj_mol": 1.9,
  "lumo_ha": 0.0299,
  "homo_energy_ev": -11.577,
  "symbols": ["C", "H", "H", "H", "H", "O", "H", "H"],
  "positions_angstrom": [[0.209, 0.384, 1.828], [0.854, 1.208, 1.489], [-0.843, 0.636, 1.631], [0.474, -0.536, 1.286], [0.352, 0.227, 2.907], [-0.596, -0.955, -3.067], [0.265, -0.835, -3.528], [-0.715, -0.130, -2.545]],
  "forces_ev_per_angstrom": [[0.003, -0.008, -0.012], [-0.233, -0.297, 0.131], [0.383, -0.094, 0.078], [-0.101, 0.336, 0.199], [-0.054, 0.062, -0.403], [0.764, 0.971, 0.063], [-0.929, -0.092, 0.518], [0.166, -0.878, -0.574]],
  "mulliken_charge": [-0.901, 0.220, 0.217, 0.220, 0.245, -0.650, 0.325, 0.324]
}